[1]
Molecular formula: C22H26I3N4OSiV
Method: DFT, ωB97M-V with the def2-TZVPD basis set

Structure (ORCA input):
```
! wB97M-V def2-TZVPD RIJCOSX def2/J DEFGRID3
* xyz 2 1
I -1.908 2.049 -0.010
I 3.768 1.420 2.324
I 0.722 1.784 7.483
V 0.058 0.296 -0.014
Si 1.544 2.323 -2.352
O 0.732 0.821 1.357
N 0.706 0.879 -1.585
N -1.172 -0.854 1.618
N 1.074 -1.539 0.212
N -0.902 -0.710 -1.450
C -0.105 -0.248 -3.651
C -1.550 -0.031 2.789
C 1.950 1.359 3.357
C 2.374 -3.971 0.406
C 0.179 3.507 -2.867
C 0.764 1.390 5.437
C -0.088 -0.016 -2.282
C -0.984 -1.199 -4.142
C -0.352 0.847 4.807
C 1.274 -3.692 1.199
C -2.679 -2.308 -0.949
C -0.464 -2.082 2.026
C 0.650 -2.458 1.088
C 2.592 1.845 -3.837
C -0.354 0.609 3.449
C 2.604 2.962 -0.956
C -1.769 -1.611 -1.914
C 2.163 -1.796 -0.534
C -1.825 -1.881 -3.276
C 2.839 -2.994 -0.465
C 0.788 0.940 2.685
C 1.932 1.608 4.711
H -1.151 -2.920 2.159
H 3.055 3.914 -1.243
H 0.903 -4.416 1.912
H 2.011 1.748 -4.755
H -0.206 4.069 -2.017
H 2.496 -1.008 -1.195
H 3.184 0.939 -3.697
H -2.252 0.736 2.463
H 2.022 3.137 -0.050
H -0.663 3.010 -3.352
H 2.864 -4.933 0.470
H -3.341 -1.588 -0.462
H 3.291 2.670 -3.999
H -1.232 0.604 5.389
H 3.711 -3.160 -1.081
H 2.828 1.951 5.208
H -2.528 -2.612 -3.648
H -0.001 -1.906 3.000
H 0.553 0.300 -4.305
H -2.064 -0.648 3.531
H -2.098 -2.847 -0.197
H -3.302 -3.028 -1.472
H -1.011 -1.406 -5.203
H 0.600 4.218 -3.581
H 3.418 2.276 -0.720
H -2.028 -1.107 1.139
*
```

Summary:
- LUMO level (spin up / spin down): -7.9 / -8.1 eV
- Relative energy (zero: lowest compared OMol25 entry of this formula, charge and spin): 0.000 eV
- Orbital gap (spin up / spin down): 5.76 / 5.62 eV

Here are the Löwdin charges for atoms 1 to 8, given in e: I 0.663; I 1.047; I 1.000; V 0.635; Si 0.501; O -0.255; N -0.135; N -0.090

=====

[2]
Molecular formula: H2O2S2
Method: DFT, ωB97M-V with the def2-TZVPD basis set

Structure (ORCA input):
```
! wB97M-V def2-TZVPD RIJCOSX def2/J DEFGRID3
* xyz 0 1
S -0.325 -0.752 0.566
S 4.264 0.261 0.212
O 1.013 -0.799 -0.330
O 2.943 0.942 0.460
H -1.035 -0.089 -0.183
H 1.595 -0.039 -0.364
*
```

Summary:
- LUMO level (spin up / spin down): -2.2 / -2.3 eV
- SMILES string: O=S.OS
- Relative energy (zero: lowest compared OMol25 entry of this formula, charge and spin): 2.290 eV
- Orbital gap (spin up / spin down): 6.62 / 6.56 eV

Atomic charges from the Löwdin analysis, expressed in e, are listed below: S 0.759; S 0.787; O -0.583; O -0.687; H -0.230; H -0.045

=====

[3]
Molecular formula: C17H21GdI2NO4SYb
Method: DFT, ωB97M-V with the def2-TZVPD basis set

Structure (ORCA input):
```
! wB97M-V def2-TZVPD RIJCOSX def2/J DEFGRID3
* xyz 4 9
Yb 1.272 0.655 -0.727
Gd -2.110 -0.360 0.195
I -1.302 2.737 -4.503
I -3.425 3.314 -3.003
S -0.994 -0.095 -2.189
O -2.004 -2.032 3.550
O 4.115 -1.484 0.280
O -0.543 -3.555 0.917
O 1.673 -2.995 -0.745
N 1.431 0.574 3.961
C -1.427 -2.812 -3.035
C -0.033 3.099 -0.128
C 2.629 1.110 4.541
C 3.276 -0.745 -0.029
C 1.160 3.263 0.553
C -0.404 0.947 0.974
C -1.439 -1.373 -3.553
C -0.825 1.966 0.077
C -2.814 -0.955 -4.088
C 1.622 2.252 1.388
C 1.373 0.084 2.602
C 1.388 -1.882 -0.876
C -2.062 -1.471 2.538
C -1.020 -2.536 0.606
C -0.364 -1.199 -4.617
C 0.798 1.141 1.652
C 0.231 0.703 4.739
H 0.623 -1.486 -4.211
H -0.299 -0.264 4.787
H 0.764 -0.852 2.561
H -2.173 -2.998 -2.253
H -1.772 1.966 -0.495
H -3.091 -1.560 -4.972
H -0.606 -1.856 -5.469
H 1.755 4.175 0.441
H 2.597 2.214 4.634
H -2.778 0.107 -4.398
H -0.477 1.449 4.335
H 2.409 -0.200 2.285
H -0.437 3.869 -0.783
H 0.545 0.999 5.751
H -3.608 -1.072 -3.326
H -1.655 -3.497 -3.866
H 2.704 0.709 5.567
H 2.555 2.368 1.964
H -0.336 -0.147 -4.950
H -0.448 -3.104 -2.648
H 3.525 0.828 3.967
*
```

Summary:
- ⟨S²⟩: 20.361
- LUMO level (spin up / spin down): -13.9 / -14.8 eV
- Orbital gap (spin up / spin down): 4.91 / 3.99 eV

Here are the Löwdin charges for atoms 1 to 8, given in e: Yb 1.190; Gd 1.318; I 0.244; I 0.209; S 0.470; O 0.197; O 0.206; O 0.202

=====

[4]
Molecular formula: ArH32O16
Method: DFT, ωB97M-V with the def2-TZVPD basis set

Structure (ORCA input):
```
! wB97M-V def2-TZVPD RIJCOSX def2/J DEFGRID3
* xyz 0 1
Ar 5.462 -6.466 6.876
O 8.492 -4.229 7.130
O 4.399 -9.015 3.983
O 8.048 -8.693 6.843
O 7.465 -7.141 4.054
O 3.978 -2.488 6.777
O 3.269 -6.646 9.752
O 5.559 -8.194 9.932
O 7.418 -6.011 9.446
O 4.305 -6.309 3.555
O 6.598 -4.332 3.456
O 3.810 -4.047 9.088
O 5.822 -10.497 5.910
O 2.906 -9.807 6.627
O 2.399 -5.060 6.758
O 1.517 -7.702 7.846
O 9.872 -6.615 7.270
H 4.249 -1.593 6.981
H 6.594 -7.344 4.397
H 2.635 -6.565 10.464
H 3.567 -4.952 9.282
H 2.048 -8.408 7.477
H 3.407 -6.000 3.673
H 4.582 -3.885 9.631
H 2.199 -5.355 5.869
H 7.337 -6.356 3.522
H 4.236 -8.152 3.600
H 8.368 -9.044 6.012
H 5.267 -8.954 9.428
H 9.230 -7.275 7.008
H 8.248 -9.375 7.484
H 3.197 -9.174 5.970
H 4.419 -6.361 2.606
H 6.362 -9.789 6.261
H 6.839 -6.757 9.601
H 9.415 -5.781 7.161
H 6.113 -4.191 2.642
H 9.259 -3.722 7.398
H 1.674 -6.956 7.268
H 4.188 -2.988 7.566
H 7.452 -5.929 8.493
H 4.767 -7.672 10.059
H 5.223 -10.062 5.303
H 3.131 -4.453 6.650
H 3.663 -9.921 7.202
H 8.089 -3.706 6.437
H 5.988 -4.810 4.019
H 4.435 -9.607 3.232
H 2.742 -6.870 8.986
*
```

Summary:
- LUMO level: -0.9 eV
- Relative energy (zero: lowest compared OMol25 entry of this formula, charge and spin): 0.712 eV
- Orbital gap: 8.82 eV

Here are the Löwdin charges for atoms 1 to 8, given in e: Ar 0.284; O -0.034; O -0.041; O -0.051; O -0.052; O -0.061; O -0.045; O -0.057

=====

[5]
Molecular formula: C2H2ClNO2
Method: DFT, ωB97M-V with the def2-TZVPD basis set

Structure (ORCA input):
```
! wB97M-V def2-TZVPD RIJCOSX def2/J DEFGRID3
* xyz 0 1
Cl 3.896 -0.111 0.330
O 1.788 1.329 -0.204
O -0.078 -1.274 -0.247
N -0.820 -0.323 -0.076
C 2.372 0.307 -0.205
C -2.032 -0.063 0.083
H -2.320 0.965 0.212
H -2.806 -0.829 0.106
*
```

Summary:
- LUMO level (spin up / spin down): -0.7 / -0.6 eV
- Relative energy (zero: lowest compared OMol25 entry of this formula, charge and spin): 4.655 eV
- Orbital gap (spin up / spin down): 8.99 / 8.18 eV

Atomic charges from the Löwdin analysis, expressed in e, are listed below: Cl 0.693; O 0.013; O 0.017; N -0.148; C -0.715; C -0.011; H 0.068; H 0.082

=====

[6]
Molecular formula: C38H43BF4HfN10O3S
Method: DFT, ωB97M-V with the def2-TZVPD basis set

Structure (ORCA input):
```
! wB97M-V def2-TZVPD RIJCOSX def2/J DEFGRID3
* xyz 2 1
Hf 0.108 -0.174 0.394
S 0.588 -0.329 -2.185
F 1.351 3.007 -5.209
F 0.493 1.039 -5.025
F 2.447 1.448 -4.204
F 4.401 5.000 -1.184
O 1.524 -1.618 0.790
O 2.966 -3.145 0.048
O 2.078 0.938 0.280
N -2.071 0.467 0.849
N -0.098 1.782 -0.878
N 6.868 4.205 -2.316
N -0.178 -0.693 3.062
N 8.648 6.164 -3.300
N -1.539 -2.323 1.581
N -1.136 -2.069 0.292
N 5.722 -0.364 -1.099
N 0.359 0.469 2.551
N -2.400 -0.031 2.077
C 7.397 5.794 -4.056
C 5.426 0.997 -1.125
C 1.212 1.956 -4.387
C 9.150 5.026 -2.450
C -4.215 0.118 3.780
C 3.845 2.788 -0.665
C 4.784 -1.215 -0.656
C -1.993 -3.590 1.665
C 7.745 -0.651 -2.758
C -3.197 1.864 -0.895
C 3.188 0.489 -0.124
C 0.361 3.690 -2.777
C 8.034 4.565 -1.528
C 2.640 -1.998 0.233
C -2.555 -4.187 2.909
C -3.576 0.474 2.484
C 5.953 3.294 -1.724
C -0.307 3.065 -0.586
C -0.905 -3.334 -1.835
C 0.579 -1.121 4.088
C 0.604 2.360 -3.071
C -3.086 1.251 0.462
C -1.853 -4.172 0.419
C 2.248 1.986 3.045
C 6.347 5.335 -3.061
C -4.044 1.297 1.473
C 0.283 -2.370 4.838
C 0.346 1.394 -2.090
C 3.549 -0.871 -0.180
C 1.606 -0.212 4.270
C 4.183 1.428 -0.625
C 8.345 -0.423 -1.386
C 1.436 0.761 3.291
C 6.286 1.956 -1.685
C 6.973 -0.996 -1.528
C -0.103 4.061 -1.520
C 4.720 3.691 -1.186
C -1.302 -3.192 -0.407
B -1.615 -1.213 2.653
H -2.119 -5.176 0.138
H 8.112 -1.481 -3.345
H -0.652 3.274 0.421
H -1.844 -4.143 3.733
H 0.959 -2.469 5.684
H 9.447 4.236 -3.138
H 2.276 2.597 3.948
H 0.541 4.443 -3.533
H 0.413 -3.238 4.190
H 7.810 5.358 -0.796
H 10.018 5.382 -1.898
H 7.446 0.203 -3.347
H 9.114 -1.099 -1.044
H -4.232 1.798 -1.225
H 6.061 6.180 -2.419
H 1.819 2.573 2.237
H -2.577 1.341 -1.621
H 8.460 0.588 -1.029
H -2.927 2.921 -0.897
H -1.387 -4.211 -2.263
H -3.512 0.208 4.607
H -3.463 -3.671 3.220
H 6.895 -2.050 -1.313
H 9.376 6.460 -3.952
H -4.975 1.836 1.459
H 5.029 -2.269 -0.680
H 0.176 -3.473 -1.913
H -0.299 5.095 -1.278
H 7.077 6.674 -4.611
H -2.145 -1.647 3.620
H 7.215 1.677 -2.146
H 8.385 3.701 -0.965
H -4.585 -0.908 3.762
H 7.674 5.000 -4.746
H 8.448 6.969 -2.699
H 5.457 5.037 -3.614
H -5.057 0.778 3.967
H 3.276 1.730 2.786
H 2.889 3.107 -0.274
H 2.367 -0.250 5.030
H -0.741 -2.372 5.210
H -2.802 -5.230 2.728
H -1.182 -2.462 -2.423
*
```

Summary:
- LUMO level: -4.9 eV
- Relative energy (zero: lowest compared OMol25 entry of this formula, charge and spin): 0.033 eV
- Orbital gap: 7.67 eV

Here are the Löwdin charges for atoms 1 to 8, given in e: Hf 1.683; S 0.743; F 0.143; F 0.159; F 0.127; F 0.081; O -0.166; O 0.113

=====

[7]
Molecular formula: CH5NOSi
Method: DFT, ωB97M-V with the def2-TZVPD basis set

Structure (ORCA input):
```
! wB97M-V def2-TZVPD RIJCOSX def2/J DEFGRID3
* xyz 0 1
Si 0.793 -1.345 -0.040
O -2.284 1.833 1.032
N -1.387 1.673 0.286
C -0.564 1.559 -0.478
H 1.988 -0.821 -0.696
H -0.007 1.569 -1.277
H -0.398 -0.632 -0.227
H 0.756 -2.708 -0.053
H 1.104 -1.129 1.454
*
```

Summary:
- LUMO level: 0.8 eV
- SMILES string: C#[N+][O-].[SiH4]
- Relative energy (zero: lowest compared OMol25 entry of this formula, charge and spin): 4.186 eV
- Orbital gap: 10.93 eV

Here are the Löwdin charges for atoms 1 to 8, given in e: Si 0.611; O 0.045; N -0.224; C 0.085; H -0.120; H 0.033; H -0.163; H -0.173

=====

[8]
Molecular formula: C5H9NO
Method: DFT, ωB97M-V with the def2-TZVPD basis set

Structure (ORCA input):
```
! wB97M-V def2-TZVPD RIJCOSX def2/J DEFGRID3
* xyz 0 1
O 0.605 0.147 -0.224
N -1.194 1.941 -1.328
C 0.680 -0.688 1.509
C -0.957 0.870 -0.748
C -1.819 -0.136 -0.110
C 1.920 0.379 -0.708
C 1.022 -1.844 1.673
H 2.440 1.044 -0.006
H 2.515 -0.534 -0.643
H 0.861 -2.853 1.945
H -1.428 -1.097 -0.447
H 1.958 0.704 -1.747
H -1.577 0.034 1.034
H -0.039 0.098 1.876
H -2.860 -0.193 -0.399
H -2.127 2.129 -1.677
*
```

Summary:
- LUMO level: 0.6 eV
- Relative energy (zero: lowest compared OMol25 entry of this formula, charge and spin): 7.560 eV
- Orbital gap: 8.68 eV

Here are the Löwdin charges for atoms 1 to 8, given in e: O -0.315; N 0.163; C -0.152; C -0.235; C -0.046; C -0.131; C 0.029; H 0.082

=====

[9]
Molecular formula: C21H22N10PtS3
Method: DFT, ωB97M-V with the def2-TZVPD basis set

Structure (ORCA input):
```
! wB97M-V def2-TZVPD RIJCOSX def2/J DEFGRID3
* xyz 2 1
Pt -0.535 0.477 0.205
S 0.323 -1.512 0.155
S 0.685 -1.298 -2.100
S 0.881 0.838 2.006
N -0.677 -3.550 -2.569
N 0.903 2.252 -0.766
N -2.552 -0.374 -0.276
N -1.441 2.387 0.610
N -2.357 4.125 1.483
N 6.221 -3.275 -0.342
N 7.013 0.059 1.861
N -1.209 -1.704 -3.885
N -1.251 4.598 0.886
N 2.560 4.441 -1.154
C -5.101 -0.876 -0.337
C -3.676 -0.595 -0.316
C 2.908 3.226 -1.555
C 3.019 -2.075 0.197
C -1.960 -4.243 -2.712
C 1.383 4.569 -0.558
C 5.936 -0.261 1.629
C -0.712 3.526 0.368
C 5.390 -2.599 0.069
C 2.079 2.124 -1.370
C -1.244 -0.247 -4.076
C -1.692 -2.477 -5.038
C 1.992 -1.235 0.613
C -2.468 2.811 1.327
C 2.232 -0.109 1.421
C 3.550 0.190 1.764
C -0.508 -2.270 -2.906
C 0.347 -4.325 -1.865
C 4.583 -0.622 1.321
C 4.322 -1.767 0.541
C 0.558 3.470 -0.355
H 1.082 5.555 -0.226
H -5.502 -0.670 -1.329
H 3.873 3.117 -2.037
H -2.757 -3.529 -2.900
H -1.409 0.260 -3.128
H 2.818 -2.947 -0.410
H -1.241 -3.463 -5.053
H 0.158 -4.337 -0.790
H -0.318 0.116 -4.522
H -1.936 -4.985 -3.510
H 3.773 1.056 2.373
H 1.334 -3.920 -2.065
H -3.269 2.214 1.728
H -5.272 -1.922 -0.084
H -2.165 -4.757 -1.774
H 0.307 -5.348 -2.235
H -1.387 -1.952 -5.942
H -2.778 -2.564 -5.035
H -5.610 -0.249 0.393
H -2.069 -0.022 -4.747
H -2.974 4.755 1.975
H 2.370 1.138 -1.710
*
```

Summary:
- LUMO level: -7.6 eV
- Relative energy (zero: lowest compared OMol25 entry of this formula, charge and spin): 1.807 eV
- Orbital gap: 5.96 eV

Here are the Löwdin charges for atoms 1 to 8, given in e: Pt 0.628; S 0.657; S 0.814; S 0.672; N -0.173; N 0.016; N 0.047; N -0.058

=====

[10]
Molecular formula: C32H88N8O8
Method: DFT, ωB97M-V with the def2-TZVPD basis set

Structure (ORCA input):
```
! wB97M-V def2-TZVPD RIJCOSX def2/J DEFGRID3
* xyz 1 2
O 3.127 -5.042 -3.436
O -3.830 -1.010 -2.644
O 2.022 5.550 5.048
O 2.772 2.217 -4.708
O -4.204 1.021 2.894
O -3.329 -2.897 2.994
O 2.731 2.572 -0.281
O 3.580 -1.530 1.060
N 1.886 5.795 -5.188
N -0.549 5.920 2.970
N 0.978 -7.257 -1.746
N 0.368 1.496 -1.772
N -5.591 -0.292 -0.131
N -1.499 -1.680 1.392
N -1.622 3.121 1.594
N 3.431 -2.402 3.846
C 4.221 -2.157 -0.028
C -1.759 5.081 4.916
C -1.113 -3.454 -0.129
C -5.537 1.070 3.358
C -4.210 0.257 -2.096
C 2.415 -2.262 1.618
C 2.986 5.528 4.043
C 2.839 -3.160 2.742
C 1.670 -3.917 3.269
C -3.604 2.277 2.967
C -2.069 -2.900 0.945
C -2.456 -3.796 2.229
C -5.880 1.779 -0.982
C 3.745 1.283 -4.974
C 1.741 4.390 -4.782
C 1.316 0.595 -1.252
C 3.138 -3.862 -4.200
C 0.283 3.924 -4.774
C 2.092 -6.745 -2.386
C -2.298 1.986 2.166
C 2.668 3.426 -5.510
C -2.619 -0.826 -3.384
C 2.642 1.454 -1.206
C 2.664 -7.857 -3.222
C -5.601 0.331 -1.385
C -1.204 1.319 2.963
C -3.474 -3.441 4.321
C -0.400 5.768 4.406
C 2.717 2.332 1.112
C 1.378 -0.633 -2.135
C 0.793 4.790 4.832
C 1.858 -5.465 -3.108
H 1.928 -2.924 0.903
H 3.649 -3.743 2.302
H 3.618 0.883 -5.980
H 1.919 1.735 1.554
H -0.764 4.966 2.717
H 2.775 6.278 3.281
H -1.934 4.168 4.347
H 3.665 1.886 1.410
H -2.940 -2.612 0.356
H -0.344 4.682 -4.305
H 3.472 0.777 -1.005
H 0.377 -1.037 -2.283
H -2.656 5.666 4.712
H 2.751 3.318 1.576
H -2.559 -3.029 4.746
H 0.588 4.485 5.858
H 2.844 -6.526 -1.629
H -5.524 2.253 -0.067
H 2.724 1.938 -2.179
H -0.005 3.997 -5.822
H -4.214 1.106 -2.779
H 4.644 1.899 -4.936
H -6.935 1.873 -0.724
H -2.301 3.563 0.991
H 4.362 -2.729 4.062
H -4.342 -2.978 4.791
H 4.161 -3.790 -4.568
H -3.684 2.930 3.835
H 2.032 5.775 -6.187
H -5.297 0.401 0.543
H -0.845 1.858 3.840
H 4.984 -1.450 -0.356
H -5.923 0.100 3.041
H -0.307 -4.073 0.264
H 0.164 3.026 -4.168
H -4.965 -1.074 -0.002
H 2.054 -4.684 3.941
H 2.348 3.087 -6.496
H 3.548 -7.468 -3.727
H -3.485 -4.529 4.389
H -5.603 1.118 4.445
H 0.520 -7.580 -2.587
H -1.667 4.955 5.995
H 0.611 1.852 -2.686
H -0.902 2.713 1.014
H -6.403 -0.079 -1.998
H 2.012 -1.382 -1.661
H 1.726 -0.416 -3.145
H -1.482 0.330 3.327
H 3.208 -8.590 -2.626
H -2.760 -0.046 -4.132
H 0.432 2.328 -1.204
H 0.914 -3.201 3.594
H 2.768 6.136 -4.832
H 1.010 3.910 4.226
H 1.168 -5.601 -3.941
H 1.457 -4.791 -2.351
H -4.287 2.728 2.247
H 3.652 3.882 -5.613
H -0.458 1.099 2.199
H -1.781 -0.555 -2.741
H 1.184 -4.525 2.506
H -2.488 1.318 1.326
H 1.243 -8.016 -1.135
H -2.833 -4.726 1.804
H -0.175 6.738 4.850
H 0.941 0.444 -0.240
H -2.123 -1.196 2.021
H 4.584 -3.172 0.134
H 3.960 0.491 -4.257
H 3.528 -2.434 -0.822
H -0.620 -2.690 -0.730
H 3.524 -1.420 3.631
H 3.954 5.739 4.498
H 1.647 -1.569 1.962
H -5.645 2.537 -1.730
H -3.570 0.383 -1.222
H 2.588 -4.044 -5.124
H 1.999 -8.369 -3.917
H -1.377 -0.960 0.694
H -1.568 -4.051 2.807
H 2.664 -3.011 -3.712
H 3.176 4.517 3.684
H -2.335 -1.797 -3.789
H -6.041 1.870 2.816
H -1.549 -4.044 -0.936
H 2.025 4.379 -3.729
H 0.379 6.093 2.610
*
```

Summary:
- ⟨S²⟩: 0.755
- LUMO level (spin up / spin down): -2.4 / -8.1 eV
- Relative energy (zero: lowest compared OMol25 entry of this formula, charge and spin): 3.744 eV
- Orbital gap (spin up / spin down): 8.23 / 2.51 eV

Here are the Löwdin charges for atoms 1 to 8, given in e: O -0.182; O -0.166; O -0.202; O -0.246; O -0.224; O -0.214; O -0.122; O -0.206